15
Properties=species:S:1:pos:R:3:forces:R:3:lowdin_charge:R:1 method="wB97M-V/def2-TZVPD" e_tot_ha=-287.8140 homo_lumo_gap_ev=9.23 charge=+1 homo_energy_ev=-14.06 smiles="C1=C2CCC=[N+]2C1" multiplicity=1
C 0.00249 1.95555 -0.35844 -0.4 -4.1 1.5 0.14
C 0.20344 0.60296 -0.54294 0.3 1.6 -0.1 -0.19
C 0.75111 -0.62931 -1.20299 0.5 0.2 -1.0 -0.07
C 0.34707 -1.83184 -0.28772 -0.7 1.1 2.0 -0.07
C -0.42116 -1.08341 0.83775 1.5 1.4 -2.3 0.10
N -0.37814 0.19869 0.66339 -0.5 -1.4 0.9 0.02
C -0.66511 1.61802 1.01782 3.3 1.9 0.3 -0.01
H 0.16734 2.85586 -0.85896 0.3 1.0 -0.7 0.10
H 0.23137 -0.77997 -2.19277 1.5 0.3 0.6 0.15
H 1.85516 -0.40549 -1.14596 -0.9 -0.9 -1.1 0.15
H -0.48539 -2.46376 -0.68740 1.2 0.0 -0.1 0.14
H 1.19783 -2.43177 0.23393 -1.5 0.9 -1.3 0.17
H -1.00251 -1.64001 1.47230 -1.2 -0.7 2.3 0.13
H -0.18216 2.10620 1.93007 0.1 -1.5 -1.0 0.16
H -1.62134 1.92829 1.12191 -3.5 0.1 0.0 0.09